Entry 1:
The following is a DFT calculation (ωB97M-V/def2-TZVPD) of C18H29N2O3PPbSe3Te as an isolated structure.

```
58
Properties=species:S:1:pos:R:3:lowdin_charge:R:1
Pb -1.125 1.156 -1.395 1.19
N -1.174 3.668 -0.321 -0.08
C -2.560 4.065 -0.638 -0.19
C -3.554 2.963 -0.283 -0.58
O -4.684 3.286 0.063 0.03
N -3.090 1.706 -0.418 -0.14
C -4.037 0.614 -0.199 -0.13
C -3.552 -0.542 -1.063 -0.72
O -4.320 -1.090 -1.866 -0.12
O -2.300 -0.813 -0.932 -0.31
H -1.070 3.624 0.687 0.07
H -0.509 4.357 -0.654 0.08
H -2.634 4.244 -1.714 0.12
H -2.877 4.973 -0.128 0.12
H -5.050 0.904 -0.465 0.12
H -4.029 0.294 0.849 0.12
Se -2.912 -2.297 -3.744 0.16
Se -1.688 -2.743 -5.818 -0.11
Te -0.410 -0.621 -5.291 0.31
Se -2.602 0.016 -4.163 -0.05
C -0.395 -3.011 0.717 -0.08
C 0.771 -2.273 0.050 -0.67
C 2.109 -2.872 0.482 -0.08
C 0.609 -2.422 -1.472 -0.10
P 0.642 -0.441 0.409 1.06
C 2.287 0.192 -0.094 -0.36
C 3.369 0.440 0.753 -0.09
C 4.574 0.917 0.258 -0.07
C 4.732 1.148 -1.101 -0.08
C 3.674 0.897 -1.962 -0.07
C 2.464 0.432 -1.461 -0.13
C 0.368 -0.081 2.222 -0.68
C -1.136 -0.296 2.485 -0.09
C 1.166 -0.887 3.248 -0.08
C 0.626 1.422 2.405 -0.09
H -0.418 -4.034 0.333 0.09
H -1.352 -2.544 0.478 0.07
H -0.281 -3.070 1.799 0.07
H 2.101 -3.943 0.256 0.09
H 2.296 -2.759 1.551 0.07
H 2.943 -2.423 -0.058 0.08
H 0.558 -3.488 -1.713 0.10
H 1.454 -2.004 -2.019 0.07
H -0.317 -1.967 -1.835 0.03
H 3.290 0.251 1.813 0.08
H 5.395 1.100 0.940 0.11
H 5.675 1.517 -1.486 0.10
H 3.783 1.068 -3.026 0.11
H 1.658 0.236 -2.159 0.05
H -1.410 -1.348 2.505 0.07
H -1.756 0.196 1.732 0.06
H -1.384 0.130 3.462 0.09
H 0.969 -1.955 3.165 0.07
H 0.855 -0.576 4.250 0.09
H 2.243 -0.736 3.181 0.07
H 0.011 2.004 1.713 0.05
H 1.666 1.702 2.251 0.07
H 0.339 1.710 3.420 0.09
```

Results
Gap between HOMO and LUMO (hartree): 0.23357
HOMO energy (eV): -7.413


Entry 2:
The following is a DFT calculation (ωB97M-V/def2-TZVPD) of C18H29N2O3PS2 as an isolated structure.

```
55
Properties=species:S:1:pos:R:3:lowdin_charge:R:1
S 11.019 -1.002 -3.895 0.07
P 9.963 -2.273 -2.865 0.35
C 8.151 -1.978 -3.007 -0.41
C 7.607 -0.642 -2.959 -0.09
C 6.264 -0.413 -3.025 -0.01
C 5.374 -1.530 -3.142 -0.34
N 4.022 -1.568 -3.209 -0.20
S 3.648 -3.124 -3.378 1.04
N 5.079 -3.901 -3.345 -0.20
C 5.942 -2.865 -3.211 -0.37
C 7.357 -3.090 -3.135 -0.04
H 10.254 -3.612 -3.208 -0.02
H 10.244 -2.067 -1.486 -0.02
H 8.253 0.234 -2.856 0.10
H 5.872 0.605 -2.975 0.12
H 7.795 -4.092 -3.160 0.11
C -0.807 -3.227 -0.311 -0.17
C 0.510 -2.682 0.220 -0.16
C 1.402 -2.767 -1.008 -0.25
O 0.550 -2.595 -2.146 -0.17
C -0.817 -2.685 -1.732 -0.20
H -1.677 -2.917 0.269 0.11
H -0.778 -4.319 -0.326 0.11
H 0.386 -1.638 0.520 0.10
H 0.904 -3.236 1.071 0.12
H 1.876 -3.752 -1.088 0.10
H 2.181 -2.004 -1.017 0.10
H -1.249 -1.679 -1.770 0.11
H -1.367 -3.325 -2.423 0.12
C -2.904 1.052 0.950 -0.17
C -2.973 1.678 2.335 -0.18
C -1.823 0.984 3.047 -0.20
O -0.837 0.690 2.048 -0.14
C -1.405 0.898 0.752 -0.20
H -3.376 1.651 0.172 0.11
H -3.384 0.069 0.962 0.11
H -2.779 2.751 2.268 0.12
H -3.930 1.538 2.834 0.10
H -2.145 0.036 3.493 0.12
H -1.378 1.601 3.829 0.12
H -0.964 1.808 0.333 0.12
H -1.151 0.057 0.103 0.09
C -7.509 4.012 1.900 -0.17
C -7.578 4.643 3.282 -0.17
C -6.429 3.951 3.997 -0.20
O -5.442 3.654 3.002 -0.16
C -6.009 3.857 1.703 -0.20
H -7.980 4.609 1.120 0.11
H -7.988 3.030 1.915 0.12
H -7.383 5.716 3.211 0.11
H -8.536 4.504 3.782 0.11
H -6.752 3.005 4.446 0.12
H -5.984 4.571 4.777 0.12
H -5.568 4.766 1.280 0.12
H -5.754 3.015 1.057 0.11
```

Results
Gap between HOMO and LUMO (hartree): 0.28803
HOMO energy (eV): -8.642


Entry 3:
The following is a DFT calculation (ωB97M-V/def2-TZVPD) of C18H29N2O5P2RuS as an isolated structure.

```
58
Properties=species:S:1:pos:R:3:lowdin_spin:R:1
C -1.420 -3.926 -2.428 0.14
C -0.726 -2.753 -2.008 0.03
N -0.812 -2.415 -0.659 0.11
C -1.270 -3.294 0.254 0.03
C -1.758 -4.549 -0.132 0.14
C -1.832 -4.860 -1.495 0.01
C 0.139 -2.007 -2.804 0.43
P 1.018 -0.674 -2.112 0.09
Ru 0.061 -0.619 -0.005 1.07
P -0.953 -1.112 1.925 0.02
C -1.166 -2.923 1.747 0.00
O -2.709 0.003 -4.275 0.00
O -1.663 2.239 -2.262 0.00
H -1.480 -4.111 -3.496 0.00
H -2.032 -5.257 0.654 0.01
H -2.273 -5.811 -1.801 0.00
C 2.702 -1.424 -2.075 0.04
C 1.254 0.893 -3.012 0.01
H -2.062 -3.256 2.305 0.00
H -0.275 -3.421 2.183 0.00
H -1.881 -0.419 -4.107 0.00
H -0.044 -2.086 -3.867 0.02
C -0.036 -0.825 3.440 0.00
C -2.631 -0.482 2.149 0.00
H -1.114 0.333 -0.382 0.01
H -2.161 2.602 -1.486 0.00
H -2.202 1.555 -2.683 0.00
H -3.401 -0.600 -3.905 0.00
H 1.331 -1.436 0.454 -0.01
H -1.694 -0.208 0.100 0.00
H 2.975 -1.617 -3.129 0.00
H 3.409 -0.741 -1.575 0.01
H 2.602 -2.374 -1.523 0.00
H 1.478 0.654 -4.069 0.00
H 0.334 1.499 -2.897 0.00
H 2.112 1.416 -2.547 0.00
H -3.014 -0.852 3.109 0.00
H -2.567 0.616 2.134 0.00
H -3.257 -0.835 1.316 0.00
H -0.531 -1.332 4.281 0.00
H 0.999 -1.173 3.320 0.00
H -0.021 0.260 3.607 0.00
O -1.255 2.484 0.662 0.33
C -0.042 2.375 0.893 0.27
N 0.723 1.253 0.598 0.58
S 2.371 1.359 0.978 0.04
O 2.718 0.470 2.060 0.05
O 3.193 1.376 -0.208 0.06
C 2.138 2.999 1.596 0.14
C 3.125 3.811 2.154 -0.01
C 2.758 5.072 2.644 0.14
C 1.413 5.486 2.594 0.03
C 0.427 4.655 2.038 0.09
C 0.822 3.408 1.516 0.12
H 4.146 3.448 2.184 0.00
H 3.520 5.726 3.071 0.01
H 1.137 6.465 2.983 0.00
H -0.624 4.935 1.992 0.00
```

Results
Total charge: +1
ΔE to the lowest compared entry with this formula, charge and spin (kJ/mol): 81.3
Gap between HOMO and LUMO (alpha / beta) (hartree): 0.13036 / 0.17043
Spin multiplicity: 5
HOMO energy (alpha / beta) (eV): -7.139 / -10.913


Entry 4:
The following is a DFT calculation (ωB97M-V/def2-TZVPD) of C18H29N2O5P2STl as an isolated structure.

```
58
Properties=species:S:1:pos:R:3:lowdin_charge:R:1
C 4.350 -0.590 -0.301 -0.02
C 3.029 -0.103 -0.361 -0.32
N 2.036 -0.709 0.315 0.06
C 2.286 -1.777 1.077 -0.32
C 3.589 -2.273 1.226 -0.03
C 4.631 -1.677 0.520 -0.05
C 2.708 1.084 -1.215 -0.31
P 1.178 1.948 -0.704 0.79
Tl -0.574 0.058 -0.192 0.48
P -0.519 -2.166 1.127 0.75
C 1.152 -2.438 1.853 -0.27
O 2.116 0.515 -3.691 -0.11
O -0.369 0.164 -3.448 -0.18
H 5.109 -0.074 -0.881 0.11
H 3.740 -3.120 1.892 0.11
H 5.648 -2.055 0.604 0.11
C 1.734 3.019 0.655 -0.25
C 0.838 3.123 -2.052 -0.24
H 1.319 -3.525 1.915 0.09
H 1.124 -2.037 2.882 0.10
H 2.507 0.735 -2.369 0.04
H 3.558 1.777 -1.276 0.10
C -1.696 -2.395 2.479 -0.24
C -0.713 -3.649 0.089 -0.26
H -0.521 -0.552 -2.650 -0.04
H -0.951 0.895 -3.138 0.02
H 1.058 0.403 -3.639 0.02
H 2.481 -0.360 -3.892 0.07
H -0.911 0.985 1.328 -0.03
H -0.704 -1.172 -1.675 0.03
H 2.476 3.729 0.267 0.05
H 0.873 3.567 1.061 0.05
H 2.183 2.414 1.453 0.05
H 1.731 3.731 -2.242 0.06
H 0.535 2.615 -2.976 0.04
H 0.013 3.774 -1.738 0.05
H -0.448 -4.544 0.671 0.05
H -1.757 -3.698 -0.251 0.06
H -0.057 -3.533 -0.783 0.04
H -1.901 -3.469 2.581 0.05
H -1.264 -2.002 3.410 0.05
H -2.633 -1.861 2.253 0.02
O -4.504 -0.707 1.672 -0.33
S -4.823 -0.337 0.306 0.64
O -5.807 -1.120 -0.398 -0.30
N -3.433 -0.087 -0.570 -0.10
C -3.268 1.162 -1.043 -0.54
O -2.267 1.535 -1.732 -0.12
C -4.350 2.068 -0.565 -0.14
C -4.411 3.464 -0.644 0.00
C -5.464 4.128 -0.011 -0.07
C -6.437 3.405 0.702 -0.07
C -6.341 2.012 0.830 -0.03
C -5.269 1.382 0.199 -0.22
H -3.622 3.986 -1.183 0.12
H -5.530 5.214 -0.063 0.10
H -7.260 3.934 1.171 0.10
H -7.060 1.428 1.392 0.12
```

Results
ΔE to the lowest compared entry with this formula, charge and spin (kJ/mol): 0.0
Gap between HOMO and LUMO (hartree): 0.28426
HOMO energy (eV): -7.728


Entry 5:
The following is a DFT calculation (ωB97M-V/def2-TZVPD) of a 2-piece molecular cluster, C18H29N3O3 overall.

```
53
Properties=species:S:1:pos:R:3:lowdin_charge:R:1
C 5.415 0.348 -3.330 0.02
C 4.186 0.132 -2.440 -0.40
O 4.005 -0.982 -2.006 0.11
N 3.276 1.175 -2.051 0.07
C 3.797 2.540 -2.137 -0.42
C 4.214 3.248 -3.430 -0.02
O 3.890 3.158 -1.108 0.15
C 1.949 1.010 -2.514 -0.18
C 1.278 1.923 -3.351 0.02
C -0.060 1.719 -3.741 -0.04
C -0.692 0.607 -3.289 -0.07
N -0.053 -0.271 -2.498 0.11
C 1.219 -0.081 -2.108 0.02
H 5.226 0.126 -4.386 0.10
H 5.897 1.323 -3.182 0.07
H 6.153 -0.388 -2.984 0.09
H 3.637 4.166 -3.593 0.09
H 5.261 3.557 -3.315 0.09
H 4.162 2.606 -4.321 0.08
H 1.766 2.831 -3.694 0.10
H -0.559 2.435 -4.384 0.12
H -1.732 0.412 -3.540 0.14
H -0.527 -1.107 -2.166 0.17
H 1.670 -0.807 -1.440 0.14
C -4.096 0.367 2.615 -0.04
C -2.683 0.123 2.055 -0.51
C -1.647 0.379 3.160 -0.16
C -1.605 -0.673 4.269 -0.18
C -2.045 -2.064 3.797 -0.15
C -1.914 -2.303 2.284 -0.53
N -2.678 -1.275 1.587 -0.19
O -2.652 -1.410 0.245 -0.22
C -2.558 -3.663 2.003 -0.05
C -0.429 -2.385 1.896 -0.04
C -2.428 1.174 0.976 -0.06
H -4.849 0.226 1.837 0.08
H -4.203 1.389 2.999 0.08
H -4.332 -0.318 3.431 0.07
H -0.651 0.443 2.710 0.10
H -1.819 1.362 3.609 0.11
H -0.589 -0.721 4.670 0.10
H -2.238 -0.362 5.104 0.10
H -1.487 -2.824 4.351 0.11
H -3.091 -2.210 4.084 0.11
H -3.628 -3.637 2.216 0.08
H -2.112 -4.439 2.632 0.08
H -2.427 -3.967 0.964 0.07
H 0.065 -3.185 2.454 0.08
H 0.116 -1.461 2.104 0.07
H -0.310 -2.610 0.834 0.06
H -2.501 2.177 1.406 0.08
H -3.160 1.117 0.170 0.07
H -1.429 1.070 0.544 0.07
```

Results
ΔE to the lowest compared entry with this formula, charge and spin (kJ/mol): 806.8
Gap between HOMO and LUMO (hartree): 0.10024
HOMO energy (eV): -4.206


Entry 6:
The following is a DFT calculation (ωB97M-V/def2-TZVPD) of an isolated molecule of C18H29NO3.

```
51
Properties=species:S:1:pos:R:3:lowdin_charge:R:1
C 1.844 2.174 1.674 -0.09
C 0.858 1.046 1.946 -0.18
H 0.815 0.854 3.021 0.12
H -0.136 1.352 1.615 0.10
C 1.210 -0.277 1.242 -0.19
C 2.604 -0.745 1.583 -0.20
C 2.812 -1.544 2.699 -0.03
C 4.088 -1.952 3.047 -0.08
C 5.173 -1.568 2.278 -0.09
C 4.975 -0.773 1.163 -0.07
C 3.700 -0.362 0.818 -0.04
H 3.555 0.263 -0.051 0.12
H 5.818 -0.469 0.559 0.10
H 6.169 -1.888 2.547 0.10
H 4.234 -2.573 3.918 0.10
H 1.968 -1.849 3.302 0.12
C 1.033 -0.188 -0.262 -0.47
O 0.780 0.807 -0.891 0.10
O 1.202 -1.396 -0.813 0.03
C 0.963 -1.524 -2.207 -0.12
C -0.415 -2.165 -2.450 -0.18
O -1.483 -1.473 -1.873 -0.14
C -1.819 -0.240 -2.487 -0.17
H -1.045 0.513 -2.300 0.10
C -3.174 0.248 -1.940 -0.16
N -3.178 0.875 -0.635 -0.18
C -2.458 2.141 -0.565 -0.26
C -3.006 3.188 -1.528 -0.09
H -2.715 2.984 -2.555 0.06
H -2.614 4.165 -1.256 0.07
H -4.091 3.218 -1.466 0.08
H -2.594 2.513 0.455 0.11
H -1.375 2.020 -0.729 0.10
C -2.786 -0.010 0.451 -0.26
C -3.711 -1.213 0.594 -0.08
H -3.516 -1.946 -0.183 0.06
H -4.749 -0.893 0.537 0.08
H -3.543 -1.687 1.559 0.07
H -1.750 -0.364 0.338 0.10
H -2.841 0.581 1.371 0.11
H -3.847 -0.609 -1.901 0.12
H -3.586 0.963 -2.653 0.11
H -1.904 -0.389 -3.575 0.13
H -0.431 -3.154 -1.984 0.13
H -0.555 -2.271 -3.538 0.13
H 1.023 -0.537 -2.676 0.12
H 1.743 -2.175 -2.607 0.13
H 0.502 -1.043 1.582 0.15
H 2.841 1.911 2.023 0.07
H 1.888 2.388 0.610 0.07
H 1.524 3.075 2.192 0.07
```

Results
SMILES: CC[C@@H](C(=O)OCCOCCN(CC)CC)c1ccccc1
ΔE to the lowest compared entry with this formula, charge and spin (kJ/mol): 180.9
Gap between HOMO and LUMO (hartree): 0.32847
HOMO energy (eV): -8.114


Entry 7:
The following is a DFT calculation (ωB97M-V/def2-TZVPD) of C18H30AgF6O18PS3 as an isolated structure.

```
77
Properties=species:S:1:pos:R:3:lowdin_charge:R:1
Ag -1.364 -3.222 0.306 0.88
P -0.115 -0.370 0.582 0.19
F 0.629 0.285 1.876 -0.15
F 0.355 -1.824 1.186 -0.21
F -1.421 -0.514 1.532 -0.16
F -0.893 -1.142 -0.622 -0.19
F -0.551 1.093 0.114 -0.12
F 1.200 -0.367 -0.344 -0.11
O 0.849 -4.074 -0.414 0.03
C 1.946 -3.644 -0.698 -0.48
O 2.826 -3.296 0.231 0.04
C 3.696 -2.226 -0.214 -0.12
C 3.459 -2.209 -1.745 -0.13
C 2.426 -3.292 -2.082 -0.04
H 4.726 -2.530 -0.057 0.11
H 3.526 -1.282 0.293 0.11
H 4.406 -2.450 -2.230 0.11
H 3.182 -1.233 -2.138 0.08
H 2.866 -4.085 -2.676 0.13
H 1.559 -2.828 -2.552 0.13
O 0.036 0.239 -4.544 0.12
C 0.813 0.797 -3.823 -0.46
O 2.144 0.501 -3.887 0.01
C 2.959 1.487 -3.209 -0.13
C 1.949 2.301 -2.384 -0.15
C 0.604 2.047 -2.989 -0.08
H 3.496 2.162 -3.872 0.12
H 3.626 0.922 -2.564 0.11
H 2.265 3.341 -2.426 0.12
H 2.001 1.876 -1.381 0.10
H 0.327 2.891 -3.620 0.13
H -0.191 1.781 -2.295 0.09
O -4.698 -0.355 -2.000 0.10
C -4.200 0.456 -2.735 -0.48
O -4.821 0.891 -3.842 0.02
C -4.170 2.067 -4.401 -0.11
C -3.022 2.372 -3.454 -0.14
C -2.791 1.068 -2.698 -0.08
H -4.866 2.895 -4.477 0.13
H -3.807 1.646 -5.339 0.13
H -3.254 3.170 -2.750 0.12
H -2.052 2.544 -3.921 0.10
H -2.325 1.055 -1.718 0.10
H -2.288 0.283 -3.276 0.13
C -4.710 -1.043 1.423 -0.13
C -6.120 -1.553 1.074 -0.16
O -6.330 -2.738 1.825 -0.21
S -5.301 -2.814 3.094 0.64
O -4.953 -4.168 3.353 -0.22
O -5.783 -1.912 4.094 -0.22
O -4.170 -2.171 2.159 -0.25
H -4.452 -0.194 2.049 0.13
H -4.168 -1.025 0.478 0.10
H -6.180 -1.930 0.051 0.13
H -6.962 -0.872 1.205 0.13
C 3.011 -2.802 4.650 -0.16
C 2.546 -1.965 3.480 -0.15
O 3.778 -1.473 2.902 -0.20
S 5.026 -2.371 3.343 0.63
O 5.802 -1.746 4.368 -0.22
O 5.682 -2.870 2.172 -0.23
O 4.135 -3.501 4.075 -0.19
H 2.286 -3.470 5.105 0.14
H 3.403 -2.159 5.443 0.13
H 1.912 -1.113 3.708 0.13
H 2.029 -2.588 2.750 0.11
C 1.433 3.335 2.185 -0.16
C -0.035 3.589 1.807 -0.16
O -0.366 4.684 2.696 -0.21
S 0.880 5.725 2.681 0.63
O 1.017 6.555 3.827 -0.21
O 0.965 6.384 1.410 -0.24
O 1.953 4.529 2.770 -0.20
H 2.096 3.238 1.324 0.13
H 1.494 2.459 2.826 0.12
H -0.771 2.875 2.163 0.13
H -0.189 3.880 0.769 0.12
```

Results
ΔE to the lowest compared entry with this formula, charge and spin (kJ/mol): 46.9
Gap between HOMO and LUMO (hartree): 0.32373
HOMO energy (eV): -10.537


Entry 8:
The following is a DFT calculation (ωB97M-V/def2-TZVPD) of C18H30BrGeINO5Zn as an isolated structure.

```
58
Properties=species:S:1:pos:R:3:lowdin_spin:R:1
Zn -0.702 2.555 0.930 0.01
C -3.113 0.828 2.870 0.00
C -2.912 0.580 1.385 0.01
C -3.482 -0.778 0.998 0.04
C -3.543 1.661 0.523 0.00
O -1.447 0.609 1.156 0.10
Ge -0.653 -0.777 0.260 0.39
O -0.888 -0.228 -1.398 0.15
C -0.556 -0.972 -2.593 0.01
C -1.362 -0.313 -3.702 0.00
C 0.937 -0.844 -2.860 0.00
C -0.959 -2.433 -2.426 0.02
O 1.074 -0.697 0.695 0.16
C 1.703 -1.748 1.460 0.01
C 1.555 -3.079 0.733 0.02
C 3.175 -1.368 1.544 0.00
C 1.078 -1.814 2.848 0.01
H -4.179 0.849 3.101 0.00
H -2.645 0.032 3.452 0.00
H -2.680 1.782 3.167 0.00
H -4.552 -0.783 1.210 0.00
H -3.361 -0.976 -0.071 0.01
H -3.027 -1.586 1.577 0.02
H -4.630 1.603 0.603 0.00
H -3.255 2.661 0.854 0.00
H -3.253 1.539 -0.521 0.00
H -1.112 0.745 -3.762 0.00
H -1.139 -0.787 -4.660 0.00
H -2.430 -0.416 -3.503 0.00
H 1.187 0.202 -3.038 0.00
H 1.516 -1.209 -2.009 0.00
H 1.211 -1.422 -3.744 0.00
H -2.013 -2.508 -2.149 0.00
H -0.811 -2.977 -3.359 0.00
H -0.355 -2.925 -1.657 0.01
H 1.960 -3.008 -0.278 0.00
H 2.093 -3.866 1.265 0.00
H 0.505 -3.379 0.671 0.02
H 3.584 -1.240 0.541 0.00
H 3.299 -0.439 2.097 0.00
H 3.737 -2.152 2.054 0.00
H 0.028 -2.116 2.783 0.01
H 1.596 -2.543 3.472 0.00
H 1.128 -0.838 3.330 0.00
Br 2.175 2.120 3.006 0.00
C 2.406 2.182 1.136 0.00
C 3.675 2.100 0.594 0.00
C 3.791 2.171 -0.786 0.00
C 2.656 2.330 -1.562 0.00
C 1.430 2.408 -0.930 0.00
N 1.317 2.326 0.401 0.00
C 0.130 2.620 -1.720 0.00
O 0.216 2.609 -2.936 0.00
O -0.908 2.829 -1.007 0.00
H 4.535 1.990 1.238 0.00
H 4.769 2.113 -1.246 0.00
H 2.683 2.404 -2.640 0.00
I -1.181 4.371 2.600 0.00
```

Results
ΔE to the lowest compared entry with this formula, charge and spin (kJ/mol): 1.1
Gap between HOMO and LUMO (alpha / beta) (hartree): 0.31405 / 0.24628
Spin multiplicity: 2
HOMO energy (alpha / beta) (eV): -8.546 / -8.545


> What is the formula in the fourth record?

C18H29N2O5P2STl